[1]
{
  "formula": "C35H39FeN6O4S2",
  "method": "wB97M-V/def2-TZVPD",
  "total_charge": 1,
  "de_lowest_ev": 0.000,
  "homo_energy_ev": [-9.00, -9.00],
  "fmax_ha_per_bohr": 0.0155,
  "gap_ev": [5.5, 5.5],
  "elements": ["Fe", "C", "C", "C", "C", "C", "N", "C", "C", "C", "N", "C", "C", "C", "C", "C", "C", "C", "C", "N", "C", "C", "C", "N", "C", "C", "C", "C", "O", "C", "O", "H", "H", "H", "H", "H", "H", "H", "H", "H", "H", "H", "H", "H", "H", "H", "H", "H", "H", "H", "H", "H", "H", "H", "H", "H", "H", "H", "H", "O", "C", "O", "C", "C", "C", "C", "S", "C", "C", "H", "H", "H", "H", "H", "C", "N", "C", "C", "N", "C", "S", "H", "H", "H", "H", "H", "H"],
  "xyz": [[0.71142, -0.43836, 1.00015], [-4.44859, 4.02536, -0.20347], [-3.43991, 2.91371, -0.22831], [-3.11313, 2.23229, -1.35140], [-2.16969, 1.14438, -1.33446], [-1.51982, 0.52545, -2.39490], [-1.46476, 0.81531, -3.68930], [-2.00731, 2.00205, -4.34793], [-1.37568, 3.31532, -3.89170], [0.02890, 3.61646, -4.39055], [1.09648, 2.74409, -3.87783], [1.25095, 2.36616, -2.61526], [2.40244, 1.84065, -2.05281], [3.66904, 1.84504, -2.73212], [4.79852, 1.38203, -2.15278], [6.14177, 1.38667, -2.81974], [4.67758, 0.86883, -0.81781], [3.50777, 0.77609, -0.13743], [3.52648, 0.24221, 1.23380], [2.52355, -0.26144, 1.82922], [2.72811, -0.58769, 3.25832], [1.44676, -0.51515, 4.06524], [0.60362, 0.71227, 3.78470], [-0.05880, 0.64684, 2.45915], [-1.09818, 1.36667, 2.32878], [-1.84614, 1.56119, 1.07943], [-2.74175, 2.57534, 0.98251], [-1.64121, 0.68227, -0.06419], [-1.01218, -0.39073, 0.03803], [2.27458, 1.27216, -0.72958], [1.16876, 1.20650, -0.14015], [-4.93179, 4.13778, -1.17306], [-3.98476, 4.97858, 0.05686], [-5.22767, 3.83275, 0.53564], [-3.60324, 2.51110, -2.27422], [-0.86733, -0.29584, -2.10225], [-0.77784, 0.29166, -4.20827], [-3.08210, 2.03001, -4.17945], [-1.87081, 1.85872, -5.42027], [-1.42721, 3.39968, -2.80511], [-2.00360, 4.12248, -4.27690], [0.27388, 4.65249, -4.14528], [0.06155, 3.52907, -5.47749], [1.90692, 2.67527, -4.47546], [0.38165, 2.45105, -1.97045], [3.74297, 2.26699, -3.72970], [6.10267, 1.89976, -3.77960], [6.49434, 0.36885, -2.99603], [6.88997, 1.88625, -2.20256], [5.58478, 0.52530, -0.32741], [4.47934, 0.33220, 1.76098], [3.45445, 0.12921, 3.65318], [3.15712, -1.58751, 3.33995], [1.71744, -0.53105, 5.12329], [0.84356, -1.39392, 3.87856], [1.21197, 1.62268, 3.79785], [-0.16238, 0.81734, 4.55567], [-1.45909, 1.94436, 3.18322], [-2.93452, 3.18092, 1.86474], [-5.33918, -2.30776, 5.40596], [-4.10555, -2.74310, 5.76820], [-3.91936, -3.12495, 6.88804], [-3.03819, -2.69537, 4.72406], [-3.12602, -1.94332, 3.55438], [-2.08647, -1.93064, 2.64096], [-0.91852, -2.66760, 2.86730], [0.41367, -2.63834, 1.71261], [-0.84044, -3.41815, 4.04450], [-1.87930, -3.42860, 4.95757], [-5.35578, -2.12897, 4.46002], [-3.99825, -1.33398, 3.33787], [-2.16567, -1.35006, 1.73240], [0.05782, -3.99073, 4.24052], [-1.80998, -4.00069, 5.87320], [-0.58532, -3.56370, -2.74849], [0.46084, -4.04784, -1.86856], [0.64545, -5.37215, -1.49979], [1.66957, -5.40131, -0.62561], [2.10267, -4.10098, -0.49426], [1.35594, -3.26535, -1.23720], [1.52744, -1.57430, -1.35711], [-1.26140, -4.38807, -2.95666], [-0.15931, -3.19376, -3.68007], [-1.12985, -2.76334, -2.25082], [0.02757, -6.16084, -1.88748], [2.11289, -6.21698, -0.08624], [2.75487, -3.75727, 0.19065]]
}

[2]
{
  "formula": "C35H39N4S",
  "method": "wB97M-V/def2-TZVPD",
  "total_charge": 1,
  "homo_energy_ev": -9.40,
  "fmax_ha_per_bohr": 0.0171,
  "gap_ev": 5.4,
  "elements": ["C", "C", "N", "C", "C", "C", "C", "C", "C", "C", "C", "C", "C", "C", "C", "C", "N", "C", "C", "C", "C", "C", "C", "C", "C", "C", "C", "H", "H", "H", "H", "H", "H", "H", "H", "H", "H", "H", "H", "H", "H", "H", "H", "H", "H", "H", "H", "H", "H", "H", "H", "H", "H", "H", "H", "H", "C", "C", "C", "C", "C", "C", "S", "C", "N", "C", "C", "C", "N", "H", "H", "H", "H", "H", "H", "H", "H", "H", "H"],
  "xyz": [[-0.81320, 4.33899, 4.59864], [-1.48732, 5.17479, 3.52414], [-1.56459, 4.46247, 2.26191], [-1.66642, 5.30396, 1.08208], [-1.30251, 4.53109, -0.17229], [-2.17512, 3.28777, -0.27790], [-2.10350, 2.47829, 0.97671], [-1.80258, 3.12251, 2.21311], [-1.73638, 2.32509, 3.39724], [-1.90310, 0.96070, 3.31393], [-2.07420, 0.27846, 2.07133], [-2.02258, -1.13151, 2.04115], [-1.98874, -1.97032, 0.90566], [-2.30975, -3.35624, 1.02842], [-2.43474, -4.19204, -0.06017], [-2.23831, -3.67609, -1.37775], [-2.44595, -4.45861, -2.47177], [-2.63447, -5.89330, -2.36336], [-3.41114, -6.26501, -1.11225], [-2.82137, -5.62187, 0.13793], [-2.25255, -3.95921, -3.82168], [-2.54271, -2.47218, -3.89627], [-1.67388, -1.73110, -2.88760], [-1.84100, -2.31269, -1.52123], [-1.64180, -1.52901, -0.40428], [-2.30271, 1.11393, 0.93644], [-1.43623, 2.95322, 4.71891], [0.24939, 4.22714, 4.35455], [-0.89331, 4.85881, 5.55558], [-2.49474, 5.47166, 3.87689], [-0.91328, 6.09237, 3.34146], [-2.68869, 5.71718, 0.97498], [-0.98280, 6.15123, 1.22469], [-1.44346, 5.16966, -1.04651], [-0.24650, 4.23461, -0.12570], [-3.21834, 3.58511, -0.47199], [-1.85025, 2.68190, -1.13164], [-1.86375, 0.36929, 4.22854], [-2.05023, -1.63251, 3.00842], [-2.48703, -3.76020, 2.02519], [-3.18338, -6.21228, -3.25881], [-1.66320, -6.42584, -2.35802], [-4.45055, -5.93555, -1.22394], [-3.40551, -7.35140, -1.00098], [-1.94600, -6.20285, 0.46633], [-3.55585, -5.68117, 0.94911], [-1.22092, -4.15218, -4.17512], [-2.93325, -4.51850, -4.47664], [-2.34792, -2.11095, -4.90748], [-3.59997, -2.29364, -3.66088], [-0.61379, -1.78335, -3.18832], [-1.95409, -0.67062, -2.87764], [-1.21552, -0.53862, -0.54841], [-2.63943, 0.68482, -0.00452], [-0.74875, 2.30198, 5.27137], [-2.35543, 3.01453, 5.32069], [8.06623, 1.07025, -0.21172], [6.84851, 1.25166, -0.88287], [5.71537, 0.63582, -0.35086], [5.77330, -0.11696, 0.83055], [6.98538, -0.29732, 1.49039], [8.13389, 0.29948, 0.95810], [4.22259, -0.77212, 1.27400], [3.47696, -0.07701, -0.19401], [2.23944, -0.19594, -0.48990], [1.77935, 0.57476, -1.66812], [2.81934, 0.58998, -2.76329], [4.13592, 1.15214, -2.25647], [4.43890, 0.59472, -0.92711], [8.96903, 1.53210, -0.60428], [6.76411, 1.84835, -1.79460], [6.98655, -0.90019, 2.39506], [9.08435, 0.16231, 1.46815], [0.85684, 0.08376, -1.99673], [1.55182, 1.61973, -1.38649], [2.98728, -0.43266, -3.11870], [2.47741, 1.18955, -3.60988], [4.95311, 0.88486, -2.93491], [4.07769, 2.25005, -2.20856]]
}

[3]
{
  "formula": "C35H40F10N3ORb",
  "method": "wB97M-V/def2-TZVPD",
  "total_charge": -2,
  "de_lowest_ev": 0.228,
  "homo_energy_ev": -1.79,
  "fmax_ha_per_bohr": 0.0039,
  "gap_ev": 5.6,
  "elements": ["Rb", "C", "C", "C", "C", "C", "C", "C", "C", "C", "C", "C", "C", "C", "C", "C", "C", "C", "H", "H", "H", "H", "H", "H", "H", "H", "H", "H", "H", "H", "H", "H", "H", "H", "H", "H", "H", "H", "H", "H", "H", "H", "H", "H", "H", "H", "H", "C", "N", "C", "C", "N", "C", "C", "F", "C", "F", "C", "F", "C", "F", "C", "F", "C", "C", "N", "C", "C", "F", "C", "F", "C", "F", "C", "F", "C", "F", "H", "H", "H", "H", "H", "H", "H", "H", "H", "H", "H", "O", "C"],
  "xyz": [[-1.07857, -0.01745, -0.02133], [2.90296, -0.68429, 2.59013], [3.50424, -0.02910, 1.48742], [2.61161, 1.02522, 1.10083], [1.50086, 0.95757, 1.97799], [1.67586, -0.08589, 2.90089], [0.79866, -0.44179, 4.08482], [1.40655, 0.14128, 5.37216], [-0.61515, 0.11966, 3.92292], [0.69300, -1.96300, 4.24569], [2.66153, 2.06364, -0.03170], [2.27023, 1.45221, -1.38997], [1.65952, 3.19906, 0.22475], [4.02119, 2.76448, -0.16816], [4.88867, -0.46012, 0.99062], [5.26720, -1.83411, 1.56652], [4.97486, -0.62668, -0.53410], [5.98914, 0.50385, 1.47597], [3.31935, -1.53260, 3.11346], [0.66238, 1.63951, 1.96912], [1.46988, 1.22907, 5.29883], [2.41894, -0.24143, 5.51633], [0.80345, -0.11651, 6.25172], [-0.59684, 1.19851, 3.76069], [-1.21137, -0.07545, 4.81990], [-1.13148, -0.34766, 3.08128], [1.67649, -2.41064, 4.40199], [0.25772, -2.41262, 3.35075], [0.06166, -2.22011, 5.10340], [1.19628, 1.26280, -1.41330], [2.78910, 0.51704, -1.59620], [2.47535, 2.15378, -2.20857], [0.63151, 2.84400, 0.22268], [1.74145, 3.94699, -0.56992], [1.85456, 3.68471, 1.18356], [4.80899, 2.10009, -0.51040], [4.32678, 3.18764, 0.79158], [3.94530, 3.57984, -0.89576], [4.52498, -2.59262, 1.31349], [5.36586, -1.79818, 2.65166], [6.23311, -2.14299, 1.15243], [4.24967, -1.37070, -0.87365], [5.97459, -0.97413, -0.82040], [4.78010, 0.29436, -1.07558], [5.97015, 0.54922, 2.56720], [5.85115, 1.51418, 1.10540], [6.98059, 0.15398, 1.15918], [0.42143, -2.31813, -2.66372], [-0.86441, -1.64839, -2.59224], [-0.94970, -0.69508, -3.69718], [-2.11612, 0.28200, -3.66833], [-2.01957, 1.16789, -2.53228], [-2.79086, 2.23798, -2.49829], [-2.64297, 3.15468, -1.40630], [-1.73873, 2.84231, -0.44117], [-3.34821, 4.31898, -1.25100], [-3.11164, 5.11543, -0.19005], [-4.30363, 4.70305, -2.18319], [-4.98216, 5.87268, -2.05656], [-4.51995, 3.85336, -3.24727], [-5.45739, 4.17826, -4.16355], [-3.80827, 2.67977, -3.40175], [-4.15998, 1.92025, -4.47824], [-1.94483, -2.63467, -2.61510], [-2.19771, -3.28197, -1.24786], [-2.81930, -2.37030, -0.31475], [-4.12934, -2.20935, -0.31814], [-4.68384, -1.20356, 0.54445], [-3.81526, -0.42655, 1.23810], [-6.01817, -0.94200, 0.70102], [-6.42297, 0.01178, 1.56200], [-6.97271, -1.65044, -0.01880], [-8.29954, -1.43632, 0.16831], [-6.51138, -2.60323, -0.90174], [-7.40486, -3.30792, -1.62965], [-5.16389, -2.86702, -1.05632], [-4.85752, -3.80376, -2.00306], [0.57164, -2.80374, -3.64692], [1.22956, -1.60023, -2.50898], [0.49952, -3.08663, -1.89727], [-0.02932, -0.10279, -3.68143], [-0.96855, -1.24462, -4.66001], [-2.06152, 0.81804, -4.62809], [-3.06644, -0.27005, -3.69687], [-2.86760, -2.14067, -2.91754], [-1.72787, -3.41030, -3.37618], [-2.75638, -4.20851, -1.41909], [-1.23528, -3.58843, -0.82184], [1.95419, -3.02838, 0.50733], [1.52946, -1.97805, 0.46319]]
}

[4]
{
  "formula": "C35H40FN6O8RuSe3Te",
  "method": "wB97M-V/def2-TZVPD",
  "total_charge": -2,
  "de_lowest_ev": 2.728,
  "homo_energy_ev": [-2.05, -2.04],
  "multiplicity": 2,
  "fmax_ha_per_bohr": 0.0465,
  "gap_ev": [5.2, 5.2],
  "s_squared": 0.7584,
  "elements": ["Ru", "Se", "Se", "C", "C", "C", "C", "C", "N", "C", "C", "C", "C", "C", "N", "H", "H", "H", "H", "H", "H", "H", "H", "C", "C", "C", "C", "N", "N", "H", "H", "H", "H", "H", "H", "H", "H", "H", "H", "H", "H", "C", "C", "C", "C", "C", "C", "H", "H", "H", "H", "H", "F", "C", "C", "N", "C", "C", "O", "O", "C", "O", "N", "C", "O", "H", "H", "H", "H", "O", "Se", "O", "O", "O", "C", "C", "C", "C", "C", "C", "Te", "C", "C", "C", "H", "H", "H", "H", "H", "H", "H", "H", "H", "H", "H"],
  "xyz": [[2.02926, 0.23854, -0.26516], [2.05620, 4.70518, -1.30922], [4.32912, 1.88151, 0.06951], [4.85994, 0.18733, 0.57606], [6.05546, -0.14646, 1.21097], [6.27636, -1.46809, 1.52495], [5.32092, -2.42482, 1.17839], [4.17469, -2.01163, 0.54767], [3.96663, -0.72434, 0.24475], [0.51991, 4.14994, -2.27300], [0.34386, 4.55035, -3.61900], [-0.77145, 4.14214, -4.31613], [-1.73433, 3.36026, -3.67864], [-1.50748, 3.03217, -2.35862], [-0.42358, 3.39979, -1.66502], [6.75956, 0.63722, 1.45925], [7.18363, -1.76588, 2.03621], [5.46148, -3.47081, 1.40852], [3.41617, -2.71257, 0.24382], [1.10514, 5.16666, -4.07507], [-0.89682, 4.42355, -5.35698], [-2.61516, 3.00510, -4.19935], [-2.23794, 2.43865, -1.80562], [-1.08756, 2.73153, 3.33272], [-0.06390, 3.21343, 2.30947], [1.23342, 3.57319, 3.02614], [-0.61987, 4.44609, 1.59014], [0.15422, 2.07197, 1.35823], [1.42159, 2.00609, 0.73037], [-1.29304, 3.53339, 4.04954], [-0.70375, 1.86213, 3.86538], [-2.02513, 2.45911, 2.83893], [1.01742, 4.32338, 3.79160], [1.96955, 3.99624, 2.33718], [1.66421, 2.69292, 3.50998], [-0.77616, 5.25827, 2.31213], [-1.58001, 4.21384, 1.11781], [0.06468, 4.80174, 0.81961], [-0.52491, 2.12379, 0.61216], [2.13560, 1.95583, 1.47575], [1.63747, 2.82271, 0.11872], [2.01524, 1.51601, -4.97868], [0.98397, 0.79121, -4.40743], [0.97768, 0.54096, -3.04159], [1.98206, 1.00997, -2.18259], [2.99884, 1.76103, -2.78957], [3.02186, 1.99744, -4.15950], [2.02869, 1.70582, -6.04674], [0.17536, 0.41588, -5.02435], [0.16517, -0.02867, -2.65620], [3.78869, 2.18137, -2.20050], [3.83804, 2.57533, -4.58103], [-3.31906, -4.09475, -2.49703], [-2.51831, -3.15284, -1.98524], [-1.36080, -3.49153, -1.41426], [-0.53231, -2.56401, -0.83573], [0.77442, -2.93086, -0.27127], [1.80211, -2.74376, -1.40028], [2.03103, -3.70589, -2.13303], [2.24993, -1.54524, -1.53006], [-0.83180, -1.23411, -0.87228], [-0.13358, -0.35207, -0.35924], [-1.99093, -0.91409, -1.51960], [-2.94731, -1.77378, -2.06816], [-3.96762, -1.34757, -2.56327], [-1.03027, -4.51942, -1.37790], [0.76430, -3.95890, 0.07588], [0.99112, -2.25594, 0.54003], [-2.22805, 0.06915, -1.51468], [3.24879, 1.02430, 2.72662], [2.44025, -0.33769, 3.10766], [1.26532, 0.02046, 4.18286], [1.65720, -0.89417, 1.68484], [3.42326, -1.51689, 3.62251], [-6.14100, -4.40587, 0.90669], [-4.89638, -3.63059, 1.25946], [-4.86939, -2.24392, 1.19118], [-3.73492, -1.51416, 1.53927], [-3.80022, -0.00630, 1.42473], [-2.56243, -2.17194, 1.98663], [-0.86716, -1.00310, 2.70992], [-2.57874, -3.58497, 2.00475], [-1.37143, -4.41583, 2.38528], [-3.73586, -4.28080, 1.65263], [-7.02188, -3.76283, 0.93294], [-6.29493, -5.23498, 1.59997], [-6.06502, -4.82364, -0.10197], [-5.75647, -1.71746, 0.84474], [-3.91611, 0.44998, 2.41158], [-4.64641, 0.30032, 0.80404], [-2.87103, 0.39110, 1.01129], [-0.55765, -3.78246, 2.72861], [-1.02434, -5.00110, 1.52656], [-1.61910, -5.11833, 3.18598], [-3.72824, -5.36931, 1.69135]]
}